Computed, not measured: a structure of composition C30H25Cl5N5O5RuS, with ωB97M-V with the def2-TZVPD basis set.

Output
**<S²>**: 8.799
**Highest occupied orbital energy (spin up / spin down)**: -0.570 / -2.907 eV
**Multiplicity**: 6
**Frontier orbital gap (spin up / spin down)**: 4.14 / 6.48 eV
**Electronic energy**: -4602.2078 Eh
**Net charge**: -2
**ΔE to the lowest compared entry with this formula, charge and spin**: 29.1 kcal per mole

Geometry (Å):
Ru  -0.93  1.39  0.17
N  -0.12  1.71  -2.89
C  1.24  2.12  -2.53
C  1.30  3.11  -1.37
O  2.10  4.06  -1.49
N  0.50  2.89  -0.32
C  0.63  3.89  0.72
C  -0.19  3.56  1.96
O  -0.24  4.35  2.89
O  -0.83  2.42  1.94
H  -0.11  0.88  -3.47
H  -0.57  2.44  -3.43
H  1.78  2.59  -3.36
H  1.81  1.23  -2.24
H  0.34  4.89  0.38
H  1.68  3.99  1.04
Cl  -5.27  0.59  3.83
C  -5.20  1.55  2.37
C  -6.28  2.35  2.07
C  -6.23  3.09  0.90
Cl  -7.62  4.09  0.52
C  -5.13  3.06  0.03
C  -5.09  3.81  -1.18
C  -3.95  3.72  -1.98
C  -2.89  2.95  -1.58
N  -2.88  2.22  -0.43
C  -4.01  2.24  0.38
C  -4.07  1.45  1.55
O  -3.11  0.62  2.00
H  -7.13  2.40  2.72
H  -5.93  4.43  -1.45
H  -3.87  4.28  -2.91
H  -1.98  2.90  -2.16
Cl  5.50  0.92  2.64
C  4.91  -0.35  1.57
C  4.42  -1.51  2.16
C  3.91  -2.49  1.29
C  3.91  -2.31  -0.08
C  3.34  -3.33  -1.04
C  2.40  -2.67  -2.06
N  1.24  -1.90  -1.61
C  -0.04  -2.13  -2.07
C  -0.83  -1.20  -1.48
N  -0.06  -0.40  -0.67
C  1.18  -0.85  -0.77
O  2.87  -4.55  -0.45
C  1.51  -4.83  -0.21
C  1.03  -4.43  1.16
C  1.38  -5.09  2.30
Cl  2.37  -6.49  2.40
S  0.78  -4.35  3.72
C  -0.01  -3.14  2.80
C  0.20  -3.31  1.47
C  4.43  -1.12  -0.66
Cl  5.54  -1.38  -2.26
C  4.95  -0.13  0.22
H  4.41  -1.65  3.23
H  3.51  -3.41  1.70
H  4.16  -3.67  -1.68
H  2.01  -3.44  -2.73
H  3.04  -2.00  -2.64
H  -0.25  -2.92  -2.77
H  -1.89  -1.05  -1.59
H  2.04  -0.44  -0.26
H  1.43  -5.92  -0.29
H  0.85  -4.40  -0.96
H  -0.57  -2.36  3.28
H  -0.21  -2.65  0.72
H  5.34  0.80  -0.18
C  -2.18  0.05  1.10
H  -1.63  -0.67  1.70
H  -2.73  -0.51  0.33

Atomic partial charges in e from the Mulliken method, atoms 1 to 6: 0.1425 -0.3841 -0.0844 0.2718 -0.7671 0.4001